(1)
This record from the Open Molecules 2025 dataset describes C5H24BCrI2O5 as an isolated structure in a non-equilibrium geometry. The level of theory is ωB97M-V/def2-TZVPD.

Properties
Total charge: 0
2S+1: 4
Orbital gap (alpha / beta): 5.82 / 8.20 eV

XYZ file:
```
38
C5H24BCrI2O5 ωB97M-V/def2-TZVPD
O -0.65 3.36 -2.41
H -1.83 -2.97 1.11
H -0.48 2.54 -0.51
C -1.24 2.91 -1.20
H 1.09 -1.37 0.16
H -0.84 -1.37 0.02
H -1.90 2.12 4.20
I 0.85 -4.28 0.50
H -0.63 0.97 4.51
I -1.21 -1.10 -3.53
H -3.26 -3.92 0.56
H 1.34 1.06 0.39
H -1.00 0.59 1.98
H 2.36 1.36 2.31
H 1.94 0.03 -2.16
H -0.17 2.65 -2.82
C -2.60 -3.08 0.36
B 0.14 -0.67 -0.01
Cr -0.05 -2.39 -1.37
O 2.02 1.74 0.27
C -1.11 1.55 3.70
O 1.79 -2.04 -2.09
H 3.48 -0.81 -2.04
H 3.52 2.32 1.51
C 2.44 2.15 1.55
H -1.73 3.78 -0.76
C 2.49 -0.85 -2.48
O -1.64 0.74 2.69
H -2.03 2.16 -1.35
H -3.16 -2.14 0.40
H 1.94 3.06 1.89
H 0.12 -0.19 -1.12
H 2.33 -2.81 -2.32
O -1.97 -3.20 -0.94
H 2.59 -0.82 -3.56
H 0.06 0.21 0.78
H -0.33 2.22 3.32
H -2.66 -3.50 -1.54
```



(2)
This record from the Open Molecules 2025 dataset describes a 10-piece molecular cluster, C55H103Cl4N2O21P overall in a non-equilibrium geometry. The level of theory is ωB97M-V/def2-TZVPD.

Properties
Total charge: -2
Orbital gap: 1.54 eV

XYZ file:
```
186
C55H103Cl4N2O21P ωB97M-V/def2-TZVPD
H -11.00 -3.46 11.57
C -16.28 -14.99 21.92
O -5.15 -22.29 -2.69
O -5.93 -15.79 12.69
H -7.59 -24.13 0.48
H -15.80 -19.76 -0.86
O -17.21 -20.78 2.41
H -13.24 -15.41 20.91
Cl -3.42 -17.25 5.45
C -18.76 -17.02 13.32
C -11.01 -14.99 6.23
H -12.22 -13.31 24.99
C -13.46 -13.41 8.77
Cl -24.02 -10.88 8.40
H -11.63 -6.17 3.78
H -18.60 -19.93 3.78
O -18.85 -17.25 10.81
C -18.00 -20.83 3.63
H -13.55 -3.78 16.19
O -20.06 -21.78 2.54
H -17.02 -18.86 10.94
C -9.26 -8.69 6.66
H -6.39 -25.85 -0.78
H -9.13 -7.81 3.98
H -14.68 -11.88 11.66
H -16.71 -15.00 22.92
C -12.40 -12.60 24.18
O -8.88 -15.85 16.11
C -17.38 -18.50 11.89
H -14.13 -5.36 16.70
O -11.84 -8.22 3.59
H -15.52 -12.32 10.26
H -16.34 -21.67 0.18
C -21.49 -11.23 7.38
H -12.66 -13.00 10.71
C -11.02 -7.01 3.45
H -1.08 -17.51 4.97
H -14.47 -18.85 -0.73
C -1.26 -16.86 7.08
O -14.56 -5.03 14.80
C -13.31 -11.41 24.62
H -13.63 -13.36 18.93
C -12.64 -14.27 4.46
O -6.32 -24.39 -3.70
H -12.49 -16.89 7.65
O -16.99 -19.51 15.42
C -13.25 -14.02 5.83
H -10.72 -7.37 7.29
H -13.18 -16.54 5.96
C -15.05 -15.91 21.74
H -8.17 -22.52 0.10
C -7.87 -17.44 12.44
H -13.52 -9.12 3.08
H -4.95 -23.29 -4.80
H -10.57 -14.09 6.67
C -13.46 -12.87 21.73
H -6.75 -9.39 5.89
H -12.59 -12.74 21.08
C -13.02 -13.41 23.06
H -14.44 -20.63 -1.25
H -12.39 -14.27 22.84
H -22.21 -11.58 9.47
H -12.79 -13.41 3.80
C -16.84 -19.24 13.04
H -18.62 -17.28 15.43
H -15.43 -4.17 13.14
H -11.53 -4.52 15.69
H -15.69 -3.33 14.41
C -9.03 -17.85 12.99
O -12.78 -3.80 12.79
H -14.43 -13.64 8.33
C -14.83 -3.84 13.99
C -5.58 -25.99 -1.49
H -11.35 -13.74 8.45
C -20.79 -23.08 2.39
H -0.76 -15.91 6.90
H -13.14 -15.09 3.94
O -14.81 -20.36 0.82
H -13.31 -12.40 8.39
Cl -21.31 -9.49 7.33
H -6.43 -22.97 0.27
O -7.29 -23.33 -1.54
C -7.40 -23.26 -0.13
Cl 0.00 -17.83 7.91
H -10.05 -6.86 15.61
O -15.91 -20.12 12.95
C -14.28 -15.12 20.77
O -10.00 -6.69 5.43
H -19.82 -21.55 4.53
C -5.86 -23.89 -4.89
C -18.30 -17.55 11.95
H -13.74 -7.38 2.69
C -13.61 -13.24 10.24
C -19.26 -21.82 3.63
H -6.59 -15.36 14.88
C -16.19 -21.80 2.27
C -14.53 -12.03 10.59
H -11.15 -8.46 5.91
H -21.39 -22.94 1.49
H -14.30 -14.29 5.88
H -10.99 -15.64 4.14
H -2.14 -16.72 7.71
O -19.54 -16.05 13.49
H -14.73 -15.37 19.81
C -13.65 -4.82 15.88
C -11.58 -3.08 12.41
C -9.73 -6.92 4.12
H -15.39 -16.91 21.46
H -4.82 -26.65 -1.08
H -15.96 -12.85 22.35
H -6.61 -23.22 -5.31
H -11.91 -2.13 11.97
H -14.02 -14.14 10.70
C -1.71 -17.64 5.84
C -10.93 -7.41 15.95
P -5.91 -23.52 -2.37
H -12.19 -5.63 14.52
H -9.59 -9.33 7.48
H -14.43 -16.04 22.63
C -12.29 -14.28 8.35
C -14.77 -19.88 -0.53
C -15.53 -21.72 0.90
H -10.74 -8.13 16.74
C -7.28 -16.04 14.40
H -14.34 -11.04 10.16
C -22.50 -11.71 8.43
C -7.50 -10.17 5.84
H -20.20 -24.00 2.35
H -16.56 -22.82 2.33
H -12.24 -15.15 9.01
H -14.46 -11.95 19.40
H -13.88 -11.88 21.84
N -12.44 -14.85 6.90
N -14.51 -13.65 20.86
H -17.05 -15.47 21.30
H -12.84 -10.82 25.41
H -15.34 -13.48 18.80
H -11.50 -12.19 23.72
O -11.84 -6.47 16.43
C -6.94 -16.48 13.17
C -8.47 -16.43 15.12
H -15.43 -21.79 3.06
H -10.44 -14.03 4.38
H -20.53 -11.71 7.57
H -16.66 -13.25 20.79
H -11.01 -6.83 2.38
O -5.08 -24.62 -1.51
H -13.21 -2.48 14.34
C -14.55 -13.04 19.41
H -14.03 -15.92 7.50
O -7.61 -18.03 11.35
H -8.39 -8.14 7.02
H -5.92 -26.30 -2.48
H -10.85 -2.86 13.19
C -13.12 -16.26 7.01
H -7.60 -10.74 6.77
C -13.68 -2.99 13.49
H -10.55 -15.92 6.54
C -9.38 -17.50 14.30
H -14.31 -11.73 24.91
C -17.36 -18.83 14.45
H -18.84 -22.82 3.68
H -13.50 -10.71 23.81
H -21.51 -23.04 3.21
H -1.73 -18.72 5.97
H -7.28 -10.86 5.03
H -21.80 -11.45 6.36
O -8.72 -9.45 5.59
H -14.08 -2.14 12.93
C -13.04 -8.22 2.73
H -9.71 -18.50 12.46
H -9.17 -6.08 3.69
C -15.90 -13.55 21.51
H -13.24 -13.00 6.20
H -11.25 -7.91 15.03
H -5.61 -24.66 -5.63
H -13.87 -13.92 23.52
C -12.20 -5.38 15.58
H -14.99 -22.62 0.62
O -10.43 -17.96 14.77
H -22.76 -12.77 8.36
H -17.51 -20.92 4.60
C -10.42 -7.75 6.32
C -11.20 -14.74 4.71
H -12.69 -8.35 1.70
C -18.33 -17.69 14.47
```



(3)
This record from the Open Molecules 2025 dataset describes an isolated ion of composition C5H8NO2 and charge +1 in a non-equilibrium geometry. The level of theory is ωB97M-V/def2-TZVPD.

Properties
Total charge: +1
ΔE to the lowest compared entry with this formula, charge and spin: 3.419 eV
Orbital gap: 9.59 eV

XYZ file:
```
16
C5H8NO2 ωB97M-V/def2-TZVPD
H -2.68 -0.79 0.16
H 0.16 -1.18 -2.15
H 1.81 -0.99 -1.93
H 1.72 -2.02 0.94
C -0.41 1.55 1.28
C 0.60 -0.75 -0.22
H -2.54 1.36 1.33
C 0.68 1.11 0.68
H -0.42 2.55 1.68
C -1.66 0.84 0.91
N 0.96 -0.55 -1.80
O -0.70 -1.20 0.01
C -1.74 -0.31 0.28
H 1.64 1.50 0.93
O 1.64 -1.54 0.08
H 0.92 0.42 -2.18
```



(4)
This record from the Open Molecules 2025 dataset describes one molecule with the formula C24H25N3O4S in a non-equilibrium geometry. The level of theory is ωB97M-V/def2-TZVPD.

Properties
Total charge: 0
SMILES string: COc1ccccc1C(=O)Nc1ccc(S(=O)(=O)N2CCCC[C@@H]2c2cccnc2)cc1
ΔE to the lowest compared entry with this formula, charge and spin: 24.234 eV
Orbital gap: 8.17 eV

XYZ file:
```
57
C24H25N3O4S ωB97M-V/def2-TZVPD
C -3.84 0.79 -0.87
C 3.45 -4.26 -0.31
O -4.58 -0.94 1.48
H 6.01 1.57 -0.28
H -3.23 0.33 1.00
C 2.38 -3.92 -1.05
H -8.78 -0.82 0.07
H 4.70 -2.99 1.13
H -5.62 1.14 -2.45
H 0.95 1.25 2.29
H 4.32 -0.20 -2.09
C 0.42 1.21 1.52
H 4.28 1.34 -1.94
H 4.08 -5.20 -0.01
C 0.40 1.65 -0.80
H 7.08 -0.47 0.55
O -3.60 1.02 -2.12
H -1.44 0.67 2.39
H 5.96 -1.31 -0.52
C 1.16 1.48 0.34
C -1.53 1.04 0.19
C -6.98 -0.96 0.80
H 6.69 0.66 -1.70
H 2.86 -0.34 1.52
H -5.71 -1.32 3.20
S 2.75 2.08 0.49
N 3.44 0.72 -0.55
C -0.77 1.03 1.31
H -5.26 -2.60 2.20
H -7.22 -1.33 1.82
H 5.28 -1.12 1.88
H 1.52 -0.96 -0.90
C -5.14 0.13 -0.55
H -8.14 0.44 -1.96
C -4.94 -1.75 2.67
H 1.81 -4.88 -1.48
H 0.89 2.05 -1.75
H -3.91 -1.97 3.11
C 6.16 -0.26 0.07
H -1.37 1.42 -1.99
C 2.12 -1.88 -0.46
O 3.17 3.15 -0.54
O 3.22 2.19 1.87
N 1.69 -2.99 -1.46
C 3.63 -0.53 0.54
C -5.56 -0.72 0.44
H 5.19 0.48 1.84
C -0.88 1.33 -1.13
C -7.96 -0.61 -0.03
C 4.49 0.63 -1.39
C 3.93 -3.15 0.25
C -6.20 0.56 -1.57
C 5.84 0.55 -0.85
C 3.30 -1.79 0.09
C 5.01 -0.46 1.34
C -7.50 0.24 -1.44
N -2.88 0.42 0.04
```